Below is C43H60BaN5Si3 as an isolated structure, with properties calculated with ωB97M-V with the def2-TZVPD basis set.

Calculated values
Electronic energy, hartree: -2842.37210
Gap between HOMO and LUMO (spin up / spin down), eV: 5.7 / 3.4

Structure (ORCA input):
```
! wB97M-V def2-TZVPD RIJCOSX def2/J DEFGRID3
* xyz -1 1
Ba -0.044 0.285 0.297
C -2.001 0.177 3.631
C -2.434 1.506 2.995
C -1.348 2.546 3.047
C -1.338 3.519 4.040
C -0.294 4.430 4.089
C 0.712 4.344 3.139
C 0.619 3.350 2.181
N -0.379 2.469 2.129
N -1.272 -0.728 2.738
C -2.133 -1.776 2.198
C -3.144 -1.317 1.170
C -4.475 -1.706 1.226
C -5.322 -1.333 0.191
C -4.822 -0.588 -0.865
C -3.481 -0.232 -0.838
N -2.674 -0.590 0.156
C -0.098 -1.334 3.412
C 1.032 -0.377 3.649
C 1.572 -0.199 4.899
C 2.712 0.608 5.078
C 3.254 1.193 3.913
C 2.655 0.983 2.699
N 1.543 0.211 2.514
H -2.883 -0.340 4.038
H -1.347 0.404 4.478
H -3.307 1.882 3.534
H -2.743 1.353 1.959
H -2.146 3.555 4.760
H -0.267 5.195 4.855
H 1.553 5.023 3.133
H 1.380 3.260 1.413
H -2.660 -2.316 3.002
H -1.488 -2.503 1.698
H -4.832 -2.289 2.064
H -6.364 -1.625 0.211
H -5.446 -0.283 -1.693
H -3.022 0.371 -1.616
H 0.256 -2.127 2.746
H -0.401 -1.806 4.359
H 1.117 -0.712 5.741
H 3.162 0.747 6.051
H 4.147 1.806 3.957
H 3.083 1.413 1.796
C 0.880 -4.461 -3.056
Si 0.507 -2.846 -2.123
C 0.710 -1.480 -3.422
C -1.377 -2.906 -1.839
C 1.494 -2.549 -0.618
Si 1.632 -3.981 0.513
C 2.859 -5.334 -0.033
C 0.010 -4.957 0.714
C 2.227 -3.597 2.280
Si 3.137 -1.874 -0.988
C 4.140 -2.831 -2.297
C 4.307 -1.712 0.486
C 3.173 -0.078 -1.687
C 4.072 0.300 -2.688
C 4.155 1.620 -3.096
C 3.333 2.557 -2.496
C 2.456 2.119 -1.518
N 2.377 0.849 -1.120
H 0.343 -4.479 -4.010
H 0.560 -5.334 -2.480
H 1.946 -4.576 -3.262
H 0.030 -1.677 -4.256
H 1.722 -1.423 -3.828
H 0.462 -0.487 -3.033
H -1.836 -3.669 -2.475
H -1.827 -1.949 -2.111
H -1.653 -3.122 -0.806
H 2.645 -5.725 -1.031
H 2.818 -6.167 0.677
H 3.887 -4.960 -0.035
H -0.519 -5.116 -0.228
H -0.683 -4.476 1.407
H 0.246 -5.941 1.131
H 3.210 -4.043 2.453
H 1.549 -4.027 3.024
H 2.315 -2.529 2.482
H 4.081 -3.903 -2.102
H 5.198 -2.549 -2.280
H 3.764 -2.666 -3.311
H 4.612 -2.682 0.882
H 3.857 -1.141 1.300
H 5.210 -1.188 0.158
H 4.703 -0.449 -3.147
H 4.850 1.913 -3.875
H 3.351 3.600 -2.783
H 1.758 2.808 -1.051
C -0.870 4.772 -1.351
C -1.780 3.538 -1.506
C -2.786 3.585 -0.345
C -0.940 2.269 -1.432
C -2.499 3.552 -2.850
C -3.730 2.912 -3.023
C -4.353 2.848 -4.261
C -3.763 3.426 -5.376
C -2.542 4.068 -5.226
C -1.925 4.128 -3.986
H -0.462 4.780 -0.337
H -1.409 5.711 -1.512
H -0.024 4.734 -2.040
H -2.225 3.607 0.588
H -3.417 2.695 -0.316
H -3.432 4.470 -0.382
H -0.368 2.249 -2.385
H -4.215 2.452 -2.173
H -5.307 2.341 -4.352
H -4.246 3.376 -6.344
H -2.063 4.525 -6.083
H -0.968 4.627 -3.905
*
```

Here are the Mulliken charges for atoms 1 to 99, given in e: 1.156 -1.542 0.314 -0.138 -0.928 -0.770 -0.949 -0.440 1.751 1.139 0.648 0.249 -0.988 -0.794 -1.156 -1.257 1.773 0.329 -0.123 -0.453 -1.349 -0.755 -0.814 1.647 0.455 0.636 0.735 -0.746 0.516 0.365 0.469 0.191 0.167 -1.237 0.519 0.394 0.539 0.856 -1.156 0.225 0.425 0.344 0.441 0.192 -1.130 0.126 -0.967 -0.637 1.737 0.210 -1.250 -1.311 -1.487 -0.813 -1.307 -1.075 -0.212 -0.337 -0.537 -1.123 -0.363 1.081 0.354 0.304 0.280 0.449 0.268 0.077 0.512 0.131 -0.006 0.329 0.419 0.277 0.284 0.318 0.516 0.482 0.551 0.076 0.275 0.386 0.343 0.286 0.097 0.354 0.408 0.405 0.448 0.188 -1.908 3.211 -1.737 -1.472 -0.419 -0.038 -1.069 -0.418 -0.851